Entry 1:
102
Properties=species:S:1:pos:R:3 method="wB97M-V/def2-TZVPD" e_tot_ha=-3856.852303 total_charge=-1
C 3.10 -3.19 4.69
C 2.67 -3.18 3.19
Cl 3.65 -4.16 2.00
C 1.56 -2.48 2.79
Cl 1.11 -2.53 1.02
Al 0.39 -1.39 4.09
F 0.47 -2.07 5.81
N -1.45 -1.76 3.52
C -1.60 -2.92 3.81
S -2.13 -4.33 4.46
H 4.19 -3.44 4.85
H 2.41 -3.86 5.27
H 2.96 -2.13 5.07
H 0.75 0.13 4.04
N 1.83 2.18 3.70
C 1.33 3.41 3.85
C 2.08 4.57 3.71
C 3.43 4.45 3.41
C 3.97 3.18 3.26
C 3.13 2.09 3.41
H 0.27 3.45 4.08
H 1.62 5.54 3.83
H 4.04 5.33 3.29
H 5.02 3.05 3.02
H 3.51 1.07 3.30
N 7.94 -2.59 2.44
C 6.84 -3.06 1.84
C 6.84 -3.66 0.59
C 8.05 -3.78 -0.08
C 9.21 -3.30 0.52
C 9.10 -2.72 1.77
H 5.92 -2.95 2.39
H 5.92 -4.03 0.15
H 8.09 -4.25 -1.06
H 10.17 -3.38 0.03
H 9.98 -2.34 2.28
N 7.63 -6.67 2.38
C 8.56 -6.06 3.14
C 9.18 -6.65 4.23
C 8.82 -7.95 4.56
C 7.87 -8.60 3.80
C 7.31 -7.92 2.73
H 8.80 -5.05 2.84
H 9.92 -6.11 4.80
H 9.28 -8.44 5.41
H 7.56 -9.61 4.03
H 6.56 -8.40 2.10
N -1.83 1.40 -2.67
C -0.90 2.01 -1.92
C -0.28 1.42 -0.83
C -0.63 0.12 -0.50
C -1.59 -0.53 -1.26
C -2.15 0.15 -2.33
H -0.66 3.03 -2.22
H 0.47 1.96 -0.26
H -0.17 -0.38 0.35
H -1.89 -1.54 -1.03
H -2.90 -0.32 -2.96
N -4.66 0.08 -4.74
C -5.77 -0.50 -5.22
C -7.03 0.06 -5.14
C -7.16 1.29 -4.51
C -6.03 1.91 -4.00
C -4.81 1.27 -4.14
H -5.62 -1.46 -5.70
H -7.89 -0.45 -5.55
H -8.13 1.77 -4.43
H -6.10 2.87 -3.50
H -3.90 1.71 -3.76
N -8.79 4.12 -5.25
C -9.18 4.87 -4.22
C -9.57 6.19 -4.33
C -9.57 6.77 -5.59
C -9.18 6.01 -6.68
C -8.80 4.69 -6.46
H -9.16 4.38 -3.25
H -9.87 6.76 -3.46
H -9.87 7.80 -5.72
H -9.16 6.43 -7.68
H -8.49 4.06 -7.28
N -6.74 -0.66 -8.76
C -5.59 0.00 -8.55
C -4.53 0.02 -9.44
C -4.66 -0.70 -10.62
C -5.83 -1.40 -10.86
C -6.83 -1.35 -9.90
H -5.54 0.55 -7.61
H -3.63 0.58 -9.22
H -3.85 -0.72 -11.34
H -5.96 -1.98 -11.77
H -7.77 -1.88 -10.05
N 2.68 4.99 7.94
C 1.91 5.22 9.01
C 0.72 4.56 9.27
C 0.30 3.60 8.36
C 1.07 3.34 7.24
C 2.25 4.06 7.08
H 2.28 5.98 9.69
H 0.14 4.79 10.15
H -0.63 3.06 8.52
H 0.77 2.60 6.51
H 2.89 3.90 6.22

=====

Entry 2:
97
Properties=species:S:1:pos:R:3 method="wB97M-V/def2-TZVPD" total_charge=+1 relative_energy_kj_mol=18.15
C 2.51 2.90 7.01
N 2.17 2.90 5.61
C 2.11 4.07 4.90
O 2.22 5.20 5.37
C 1.84 3.70 3.45
C 2.96 4.17 2.52
C 2.96 5.68 2.38
C 4.10 6.42 2.72
C 4.03 7.82 2.72
C 2.85 8.47 2.34
C 1.74 7.72 1.95
C 1.80 6.32 1.95
N 1.69 2.24 3.51
C 1.41 1.54 2.39
C 1.40 0.15 2.30
C 1.07 -0.56 1.14
C 1.30 -1.99 1.07
C 1.40 -2.64 -0.19
C 1.84 -3.94 -0.30
C 2.08 -4.70 0.87
N 2.27 -6.11 0.75
O 2.51 -6.77 1.78
O 2.15 -6.63 -0.39
C 1.96 -4.10 2.14
C 1.53 -2.79 2.24
C 2.11 1.68 4.82
C 3.50 1.03 4.72
C 1.09 0.72 5.43
H 2.52 3.93 7.37
H 1.77 2.32 7.58
H 3.50 2.45 7.18
H 0.88 4.14 3.14
H 3.93 3.83 2.93
H 2.83 3.70 1.54
H 5.01 5.90 3.01
H 4.91 8.40 3.02
H 2.80 9.56 2.36
H 0.81 8.21 1.64
H 0.93 5.72 1.65
H 1.23 2.16 1.51
H 1.76 -0.41 3.16
H 1.04 -0.01 0.19
H 1.16 -2.07 -1.10
H 1.99 -4.41 -1.26
H 2.19 -4.71 3.01
H 1.37 -2.37 3.24
H 4.25 1.80 4.49
H 3.74 0.56 5.68
H 3.53 0.27 3.93
H 0.17 1.26 5.68
H 0.84 -0.11 4.76
H 1.52 0.30 6.35
C 0.69 -5.26 -4.30
C 0.16 -4.46 -5.32
C -0.84 -3.52 -5.04
C -1.31 -3.35 -3.73
Si -2.67 -2.17 -3.33
C -2.88 -0.81 -4.57
C -1.79 -0.31 -5.29
C -1.97 0.67 -6.28
C -3.25 1.17 -6.54
C -4.35 0.68 -5.83
C -4.17 -0.31 -4.85
C -4.28 -3.09 -3.24
C -4.71 -3.73 -4.42
C -5.92 -4.44 -4.44
C -6.69 -4.54 -3.28
C -6.26 -3.92 -2.10
C -5.05 -3.21 -2.08
O -2.29 -1.64 -1.71
C -1.68 -0.53 -1.35
C -1.20 -0.16 -0.09
C -1.17 1.31 -0.12
C -1.04 1.62 -1.60
O -1.54 0.42 -2.27
C -0.79 -4.17 -2.71
C 0.20 -5.12 -3.00
H 1.47 -5.99 -4.51
H 0.53 -4.56 -6.34
H -1.25 -2.91 -5.85
H -0.79 -0.69 -5.10
H -1.11 1.04 -6.82
H -3.39 1.94 -7.30
H -5.35 1.06 -6.02
H -5.03 -0.70 -4.31
H -4.11 -3.66 -5.33
H -6.24 -4.92 -5.37
H -7.63 -5.09 -3.30
H -6.85 -3.99 -1.19
H -4.72 -2.73 -1.15
H -1.41 -0.79 0.77
H -2.10 1.76 0.27
H -0.34 1.72 0.47
H -1.63 2.49 -1.91
H 0.01 1.75 -1.88
H -1.15 -4.07 -1.68
H 0.60 -5.73 -2.20